[1]
Entry from the Open Molecules 2025 dataset: a molecular structure, C41H55N6O3P2RuS5 in a non-equilibrium geometry (ωB97M-V/def2-TZVPD).

```
113
Properties=species:S:1:pos:R:3:forces:R:3:lowdin_charge:R:1
Ru 0.8531 1.5564 -0.3658 -0.459 1.343 -1.482 0.7508
S 1.0789 0.8629 -2.6248 -0.750 -0.979 -1.630 0.6315
S 3.8342 -4.0490 -3.8016 -0.485 0.255 0.368 0.5346
S 1.9351 -1.7663 -3.8905 0.731 -0.252 1.397 0.9023
S 2.3583 -0.0073 0.0467 2.449 -2.299 0.888 0.5785
S 3.4361 -2.4073 -1.3204 -0.586 -0.125 -1.717 0.9028
P -1.0316 -4.1206 1.6736 2.804 -0.732 0.695 0.5910
P 1.9397 3.5756 -0.6840 2.635 2.606 0.235 1.0024
O -2.8710 2.2766 0.9084 1.067 -0.503 -0.100 0.0685
O 0.1364 -3.1684 1.7830 -1.644 -0.631 0.007 -0.3239
O -2.0278 -0.7503 -0.9589 -0.259 1.591 -0.312 0.0964
N -1.1462 1.3117 -0.3912 -2.283 -0.134 1.857 -0.0865
N -2.3109 2.1037 -2.9940 1.328 -0.366 0.910 0.1165
N -0.3317 -5.6490 2.2184 -1.605 1.268 -1.438 -0.2088
N -2.4116 -3.9944 2.6147 0.572 0.950 -0.653 -0.1992
N 0.4852 1.5835 1.7260 -0.772 -0.014 4.651 -0.0638
N -1.6540 -4.0998 0.1654 0.168 -0.215 -0.962 -0.1947
C -0.9629 -6.9774 2.1385 1.153 -0.065 0.705 -0.1979
C 0.4184 5.2150 1.3039 1.132 -2.699 1.116 -0.0878
C -4.0107 0.5190 -2.5333 -0.740 -0.870 0.433 -0.0190
C 3.8804 2.4238 -2.3437 -0.107 -1.295 1.022 -0.1567
C -4.6680 0.8000 -3.7268 0.378 1.171 -1.325 -0.0674
C -3.3093 -2.0578 3.7873 1.534 -0.461 -0.991 -0.1621
C 0.1371 -7.8804 1.4857 -1.343 0.513 -1.950 -0.1689
C -1.7132 -4.3918 -2.2164 0.259 -0.984 -0.469 -0.1482
C 3.0465 -2.8222 -3.0358 1.120 -0.745 -0.177 -1.4202
C 0.9693 5.3139 -4.3967 2.035 -0.159 0.176 -0.0968
C -3.3057 -2.7710 2.3871 -0.578 -1.142 1.131 -0.1619
C 1.1931 4.4496 -2.1072 -0.084 1.302 -1.393 -0.3398
C -0.8986 -3.7616 -1.0593 -0.150 0.275 -0.192 -0.1554
C 4.6565 2.7148 0.0024 0.759 0.443 -0.445 -0.1089
C 0.9573 1.2144 4.0765 -1.077 0.829 -0.077 -0.0300
C -0.4307 1.3206 4.3177 -0.316 -0.726 0.745 -0.0425
C 2.5583 -0.9176 -1.3920 -0.500 -0.793 0.334 -1.1362
C 1.8767 4.8505 0.7988 -0.061 1.303 0.304 -0.5910
C 1.8571 -0.6692 -2.5350 -0.224 1.726 -0.019 -1.1014
C -0.3053 5.7025 -4.1999 -1.451 0.889 1.783 -0.0937
C -1.9980 0.4586 -1.1348 0.440 0.667 0.223 -0.4197
C 1.1215 -5.8049 2.2415 0.387 0.271 1.491 -0.2100
C -0.8654 5.5329 -2.9108 0.959 -0.128 -0.934 -0.0614
C 1.4029 1.4415 2.8120 -2.967 -0.328 -2.737 -0.1211
C -1.7301 1.8318 0.7832 -1.190 -0.787 -0.939 -0.4478
C 1.4838 -7.1244 1.5588 -1.975 -0.620 1.305 -0.1620
C -3.0166 -4.3893 -0.2294 -0.571 0.249 1.466 -0.2403
C 1.7896 4.7800 -3.3689 -1.644 -0.862 0.217 -0.0560
C -4.0284 1.6571 -4.6682 0.146 0.139 1.708 -0.0345
C -0.8630 1.6461 1.9982 2.710 0.644 0.335 -0.1706
C 3.8592 3.4252 -1.1376 0.069 -0.318 -0.657 -0.5798
C -2.8058 1.1532 -2.2058 -1.416 -1.689 -0.997 -0.2044
C 2.4173 6.2585 0.3833 0.801 -0.704 -0.943 -0.0946
C -0.1521 4.8700 -1.9302 0.474 -0.991 -0.187 -0.1204
C -2.9801 -5.0037 -1.6013 0.177 -1.188 0.425 -0.1650
C 4.7011 4.6834 -1.5852 -0.513 -0.393 0.748 -0.0949
C -2.1805 -4.2046 4.0518 -1.415 -0.312 0.524 -0.2160
C -3.2264 -3.2791 4.7285 -0.397 -0.200 -0.194 -0.1798
C -1.3344 1.5846 3.3250 -0.213 -0.504 -1.662 -0.0035
C 2.7340 4.3860 2.0790 -1.467 0.530 -1.443 -0.0703
C -2.8379 2.2978 -4.1723 -1.297 0.123 -2.532 -0.1508
H -3.4964 -5.0117 0.5444 0.013 0.215 -0.403 0.1153
H -1.9902 -3.6659 -2.9436 -0.209 1.006 -0.377 0.0889
H -0.8956 1.0741 5.2836 0.750 0.318 -0.172 0.1214
H -3.9455 -4.8666 -2.0988 0.390 0.345 -0.306 0.1099
H 3.0735 2.4911 -3.0465 -0.556 0.162 -0.142 0.0008
H 2.1184 -7.7590 2.1367 0.935 0.051 0.486 0.0916
H 0.1170 -8.8990 1.8489 0.224 -0.118 0.439 0.0912
H 2.4831 3.3445 2.2769 0.336 0.385 0.321 0.0161
H 2.8334 6.7348 1.2726 -0.432 0.343 0.046 0.0794
H -3.4927 -3.4135 -0.2299 -0.760 0.089 -0.344 0.0998
H 5.1030 5.1996 -0.6880 -0.177 -0.181 -0.667 0.0721
H 1.8655 -7.0354 0.5898 0.740 0.407 -1.401 0.0807
H 3.2900 6.1611 -0.2919 -0.571 0.147 0.285 0.0460
H 5.5803 3.3423 0.2469 -1.340 -0.918 0.091 0.0998
H -1.8878 -6.9620 1.5535 0.076 0.007 0.267 0.1005
H -4.2232 -3.7714 4.7424 0.547 0.242 0.129 0.1149
H -2.9213 -3.0409 5.7517 -0.172 0.001 -0.121 0.1028
H -1.8216 5.9325 -2.6868 -0.884 0.012 0.109 0.0957
H -2.2860 2.9619 -4.8848 -0.498 -0.327 0.908 0.1114
H 0.6031 5.7297 2.2805 -0.630 -0.131 -0.919 0.0908
H 1.6053 -4.9134 1.8135 -0.157 -0.415 0.381 0.1006
H -0.6725 4.4827 -1.0608 -0.084 0.453 0.150 0.0855
H 3.8742 1.3642 -1.9288 -0.118 1.288 -0.771 0.0551
H -1.1393 -7.3572 3.1802 -0.254 0.265 -0.736 0.1083
H -5.6566 0.3979 -3.9802 0.530 -0.108 0.271 0.1056
H -2.4162 1.5504 3.4554 0.335 0.298 0.215 0.1258
H -0.8207 -2.6836 -1.2940 -0.115 -0.353 0.755 0.0933
H 5.5448 4.3251 -2.2199 -0.564 0.340 0.538 0.0920
H -0.1020 5.7975 0.5824 -0.418 0.597 -0.297 0.0416
H -1.1472 -5.1158 -2.8288 -0.087 0.022 0.596 0.1109
H 1.3659 -5.9065 3.3406 0.354 0.298 -0.984 0.1245
H 2.4052 1.4323 2.4558 0.723 -0.234 0.251 0.0637
H 1.3727 5.5569 -5.3716 0.447 -0.355 0.022 0.1050
H 4.0508 2.4758 0.8899 0.503 0.094 -0.306 0.0330
H 4.0786 5.3749 -2.1434 0.194 0.193 -0.216 0.0499
H 5.0002 1.7792 -0.4704 0.117 0.264 0.866 0.0652
H 0.1028 -4.1372 -0.9300 0.428 -0.247 -0.300 0.1030
H 4.7672 2.5459 -2.9494 0.559 0.041 0.110 0.0785
H -2.3568 -1.4398 3.8322 -0.945 -0.733 0.076 0.1148
H 1.6390 1.0684 4.8765 0.461 -0.266 0.532 0.1040
H -2.3009 -5.2983 4.3046 0.133 1.215 -0.116 0.1215
H -0.8104 6.2747 -4.9710 -0.220 -0.296 0.072 0.1073
H 1.6551 6.8793 -0.1362 0.530 -0.361 0.494 0.0896
H -2.8899 -6.1040 -1.4931 0.184 0.473 -0.055 0.1105
H -4.4932 1.9023 -5.6549 0.714 -0.295 1.015 0.1088
H -4.2959 -3.2196 2.1178 0.492 0.716 0.369 0.1156
H 2.3678 5.0476 2.8946 0.498 -0.606 -0.318 0.0862
H -3.0116 -2.1240 1.5679 0.457 -0.067 -0.071 0.0938
H -0.1668 4.2622 1.5045 0.460 1.162 -0.060 0.0755
H -4.1364 -1.3688 3.9365 -0.225 -0.219 0.045 0.0994
H 2.7613 4.4352 -3.6810 0.263 0.212 0.361 0.0846
H -0.1269 -7.9816 0.4001 0.107 0.056 0.767 0.1067
H -4.4491 -0.2602 -1.8624 0.605 0.842 -0.535 0.1295
H -1.2176 -3.8500 4.3791 0.683 -0.104 -0.062 0.0998
H 3.8026 4.5275 1.9124 -0.117 -0.103 0.068 0.0720
```
Forces are in eV/Å.

The spin multiplicity is 6. The calculation puts the calculated total energy at -4917.9924 hartree. The calculation puts the lowest unoccupied orbital energy (spin up / spin down) at -0.39 / -1.98 eV.

***

[2]
Entry from the Open Molecules 2025 dataset: 7 unconnected molecules or ions with the total composition C41H56BrFO22 in a non-equilibrium geometry (ωB97M-V/def2-TZVPD).

```
121
Properties=species:S:1:pos:R:3:forces:R:3:lowdin_charge:R:1
Br -1.3735 -1.6045 -1.1293 -0.051 -0.264 -0.026 0.8084
F 0.7153 -2.2392 -3.4191 -0.244 -0.109 0.022 -0.0280
O -5.9039 1.2453 -1.0263 -0.184 0.359 0.335 0.0691
O 0.1096 2.3825 -3.3133 -0.111 0.544 -0.150 0.0828
O 6.9335 3.8371 -3.1325 0.040 0.110 0.013 0.0444
O 0.5437 0.7233 -1.9525 0.277 -0.776 0.786 0.0729
O -4.6022 2.4594 0.3650 0.034 -0.054 0.009 0.1718
O 1.8890 0.5366 4.4044 0.143 -0.063 -0.001 0.0816
O 3.8571 1.4507 3.7956 0.019 -0.001 -0.014 0.1562
O 3.7211 0.0968 5.5928 -0.090 0.044 0.025 0.0623
O -3.4833 -4.0603 1.5334 0.052 -0.060 0.166 0.0313
O -3.3650 -9.4725 1.9770 -0.210 0.033 0.011 0.0857
O -2.2151 -2.9744 3.0116 0.024 -0.114 -0.202 0.0850
O -1.2941 -4.5803 1.7341 -0.040 -0.128 -0.092 0.1499
O -2.5142 1.5798 3.0253 -0.162 -0.026 0.245 0.0928
O 0.3115 2.7449 -1.0743 -0.124 1.042 0.605 0.1840
O 8.7301 5.1429 -3.3228 -0.140 -0.061 -0.074 0.0858
O 8.6752 3.1556 -4.3889 -0.008 -0.008 -0.018 0.1669
O -6.7134 3.0945 -0.0670 0.039 -0.023 -0.078 0.0756
O -2.7618 0.9732 5.1753 -0.039 0.235 0.216 0.1225
O -1.9957 3.0236 4.6361 -0.035 -0.159 -0.013 0.0670
O 3.6258 0.4921 -5.3719 -0.381 -0.127 -0.364 0.0990
O -4.7383 -10.3690 3.5253 -0.023 -0.012 0.004 0.1636
O -5.0647 -8.2686 2.7741 0.116 -0.005 -0.005 0.0602
C 1.4459 -1.0654 -3.4181 1.183 0.571 0.167 -0.2377
C 2.2922 2.0609 -4.1610 0.173 -0.212 -0.054 -0.0061
C -3.4646 -2.2602 2.9661 -0.378 0.157 0.357 -0.3170
C 0.8698 1.4347 -4.0724 1.352 -0.244 -0.068 -0.1673
C 1.5254 -0.5174 5.3180 -0.348 -0.032 0.273 -0.3196
C 6.7885 4.8694 -2.1525 -0.204 -0.034 -0.036 -0.0972
C -1.9350 -0.4833 -2.6162 -0.519 0.340 -0.388 -0.6783
C 0.5431 0.1547 -3.2584 -0.987 0.154 -1.085 -0.2962
C 2.6122 -1.1824 -2.4125 -0.530 -1.188 -0.115 -0.1470
C -0.9050 -0.2292 -3.7208 0.207 0.301 0.578 -0.1153
C -4.2374 -7.3635 2.0314 -0.232 0.104 -0.042 -0.1008
C -1.4722 3.5744 3.4148 0.048 0.073 0.053 -0.0794
C -2.2368 -3.9346 2.0611 0.082 0.240 0.083 -0.5785
C -2.4630 1.7844 4.3540 0.221 0.209 -0.177 -0.5608
C 4.5726 1.1683 -3.3415 0.546 0.084 0.155 -0.1657
C -2.2665 2.8383 2.3608 0.265 0.205 -0.390 -0.3138
C 8.1636 3.9646 -3.6870 0.057 -0.032 -0.025 -0.5570
C 2.4713 -2.4230 -1.5174 0.422 0.550 0.417 -0.0762
C 8.3375 6.8088 -1.5956 0.329 0.040 -0.131 -0.0230
C -4.4200 -9.4631 2.8274 0.041 -0.046 -0.014 -0.5636
C -1.5376 2.6218 1.0620 -0.227 -0.358 0.180 -0.0294
C -3.8678 -1.7738 4.3365 0.481 -0.090 0.144 -0.0125
C 0.3142 2.0358 -2.0101 -0.018 -0.772 -1.095 -0.5801
C 6.8368 0.6128 -2.7482 0.366 -0.257 -0.097 -0.0688
C 7.7277 5.9380 -2.6666 0.075 0.185 0.349 -0.3288
C 3.4904 1.1646 -4.3764 0.477 -0.086 0.400 -0.3517
C 2.6130 -0.3929 6.3606 0.127 -0.095 0.030 -0.0938
C -7.6064 0.7692 -2.6980 0.291 -0.238 -0.044 -0.0209
C -3.4447 -8.2971 1.1478 0.388 0.257 -0.074 -0.3227
C 5.4075 1.5724 -1.0793 -0.008 -0.256 -0.656 -0.0619
C -7.3202 1.2626 -1.3006 -0.151 -0.177 -0.490 -0.3248
C -2.5388 0.7953 -2.0508 0.007 0.110 0.226 -0.1331
C 0.1220 -0.3240 5.8361 -0.102 0.192 -0.330 -0.0143
C -7.6603 2.7163 -1.0709 -0.130 0.063 0.102 -0.0918
C 4.3964 1.6253 -2.0340 -0.174 0.215 0.054 -0.0482
C 5.8261 0.6609 -3.6975 -0.151 0.160 0.478 -0.0037
C -4.3776 -3.3079 2.3682 -0.092 0.049 -0.196 -0.0922
C -5.6387 2.2838 -0.1866 -0.025 -0.128 -0.108 -0.5366
C 6.6480 1.0463 -1.4433 -0.782 0.278 0.098 -0.0680
C -2.0772 -7.7836 0.7764 0.225 -0.355 -0.062 -0.0196
C 3.2183 0.7619 4.5236 -0.027 0.014 -0.050 -0.5673
H 7.5631 7.2427 -0.9628 -0.041 -0.016 -0.027 0.0907
H -1.6017 -8.4447 0.0514 -0.041 0.014 -0.027 0.0855
H 2.7019 -0.3195 -1.7696 0.017 0.278 -0.127 0.0972
H -3.6098 -6.8049 2.7303 0.104 -0.049 -0.055 0.1371
H -7.8105 0.6220 -0.5632 0.025 0.068 0.077 0.1588
H -1.9676 1.1830 -1.2157 0.165 0.044 -0.073 0.0333
H 7.2393 6.5548 -3.4260 -0.038 -0.074 -0.037 0.1575
H -1.4279 -7.7462 1.6507 -0.092 0.147 0.065 0.0956
H -3.7559 -2.5703 5.0736 -0.152 -0.142 -0.079 0.0951
H -2.2142 2.1798 0.3372 -0.030 0.143 0.074 0.0445
H 1.5316 -2.4274 -0.9766 -0.180 -0.191 -0.092 0.0412
H -6.9354 1.2425 -3.4154 -0.066 0.135 0.024 0.0932
H -0.4027 3.3555 3.3686 -0.017 -0.062 -0.062 0.1406
H -3.2325 -0.9462 4.6530 -0.229 -0.125 -0.097 0.0470
H 2.5160 2.7166 -3.3294 -0.350 -0.003 0.309 0.1108
H -3.5427 0.6186 -1.6740 -0.033 -0.106 0.043 0.0651
H 2.3738 0.3395 7.1355 -0.087 0.021 -0.041 0.1391
H 3.5158 -1.3425 -2.9909 0.262 0.409 0.019 0.1127
H 7.4215 0.9871 -0.6924 0.226 -0.074 -0.106 0.1067
H 7.0865 4.4723 -1.1786 0.075 0.061 0.004 0.1384
H -3.2314 3.3193 2.1865 0.010 -0.065 0.075 0.1415
H -0.7048 1.9327 1.1970 0.118 0.125 0.092 0.1007
H -3.3421 -1.4136 2.2854 0.037 -0.050 -0.080 0.1551
H -4.8485 -6.6666 1.4631 -0.118 -0.050 0.083 0.1345
H -4.8068 -3.9783 3.1178 0.065 0.050 0.078 0.1364
H -7.4987 3.3344 -1.9573 0.032 -0.077 -0.048 0.1413
H 9.0237 6.2298 -0.9772 -0.113 -0.080 0.055 0.0931
H -2.6007 1.5664 -2.8183 -0.016 0.045 -0.084 0.0950
H 7.8017 0.2132 -3.0300 0.034 0.029 -0.061 0.1103
H 5.1975 1.9184 -0.0794 0.087 -0.009 0.150 0.1084
H 5.9972 0.3094 -4.7025 -0.005 -0.018 -0.085 0.1221
H -8.6383 0.9802 -2.9786 -0.017 0.014 0.046 0.0921
H 0.5541 1.3314 -5.1032 -0.690 0.097 0.068 0.1641
H -2.1443 -6.7861 0.3438 -0.022 0.027 0.049 0.0832
H -0.0373 0.7086 6.1478 0.083 -0.012 0.119 0.0939
H -4.0092 -8.5600 0.2489 -0.095 -0.018 0.062 0.1576
H -1.1619 3.5580 0.6585 -0.003 0.072 0.051 0.0924
H -0.6038 -0.5337 5.0522 -0.020 -0.065 0.037 0.0741
H 3.4310 2.0072 -1.7293 -0.037 0.037 0.090 0.1050
H -7.4448 -0.3063 -2.7667 -0.053 0.002 0.010 0.0869
H 1.6059 -1.4668 4.7822 0.087 0.022 -0.024 0.1603
H -2.7666 -1.0049 -3.0794 0.107 -0.397 -0.035 0.0860
H 5.7537 5.2004 -2.1016 -0.034 -0.120 -0.102 0.1393
H 2.6322 -3.3451 -2.0625 -0.278 -0.133 -0.115 0.0769
H -8.6752 2.8643 -0.7104 0.068 0.054 0.140 0.1404
H -1.3163 0.6118 -4.2748 -0.065 0.146 -0.014 0.1155
H -1.6207 4.6510 3.3862 -0.098 -0.024 0.171 0.1382
H -0.8550 -1.0365 -4.4415 0.097 -0.299 0.173 0.1262
H 2.2683 2.7171 -5.0302 -0.018 0.047 -0.111 0.1412
H 3.2609 -2.3607 -0.7681 0.071 -0.062 0.063 0.0772
H -5.1781 -2.8786 1.7704 0.067 -0.073 -0.136 0.1366
H 1.8774 -0.9871 -4.4152 -0.129 -0.040 -0.193 0.1466
H 2.8653 -1.3413 6.8285 0.152 0.014 -0.075 0.1377
H -0.0829 -0.9854 6.6781 0.058 -0.040 -0.013 0.0971
H 8.9122 7.6201 -2.0415 -0.044 0.021 0.005 0.0856
H -4.9019 -1.4290 4.3347 -0.018 0.027 -0.053 0.0969
```
Forces are in eV/Å.

The calculation puts the calculated total energy at -5925.1890 hartree. The calculation puts the lowest unoccupied orbital energy at 0.00 eV. As for the SMILES: CC[C@@H](F)[C@@]1(C[C@H](C)Br)OC(=O)O[C@H]1CC(=O)c1ccccc1.C[C@@H]1COC(=O)O1.C[C@@H]1COC(=O)O1.C[C@@H]1COC(=O)O1.C[C@@H]1COC(=O)O1.C[C@@H]1COC(=O)O1.C[C@@H]1COC(=O)O1. The calculation puts the energy above the lowest of the compared OMol25 structures with the same formula, charge and spin at 0.0 kcal per mole.

***

calculated total energy of number 2 (C41H56BrFO22)?
-5925.1890 hartree